# 1
This record from the Open Molecules 2025 dataset describes a cluster of 11 separate species, C39H54BF16N14O9PS2 in total. The level of theory is the ωB97M-V functional and the def2-TZVPD basis.

As for the LUMO energy: -2.5 eV. For the HOMO energy, the calculation gives -9.30 eV. The value obtained for the HOMO-LUMO gap is 6.8 eV. The SMILES is [H]/N=C(/N)NCCCC[C@]1(OCC)C(=O)O[C@@]([PH2]=N)(B(O)OC)[C@@]1(S(=O)(=O)C(F)(F)C(F)(F)C(F)(F)F)S(=O)(=O)C(F)(F)C(F)(F)C(F)(F)C(F)(F)F.CC#N.CC#N.CC#N.CC#N.CC#N.CC#N.CC#N.CC#N.CC#N.CC#N.

Geometry as XYZ:
```
136
Properties=species:S:1:pos:R:3:forces:R:3
H 8.688289 -0.428833 -1.042296 -0.568 0.747 -0.597
N 8.211021 0.133813 -1.786732 -1.047 4.967 2.725
C 7.864131 1.373578 -1.249828 0.012 -3.185 -2.898
N 7.181469 2.363988 -2.215211 0.500 -2.203 3.018
N 8.158330 1.798109 0.178647 0.598 -1.057 -1.173
C 7.593704 0.834572 1.200232 -0.650 -0.907 1.113
C 5.942899 0.759015 1.214250 0.103 -1.517 0.258
C 5.196855 2.184884 1.123699 1.746 0.574 -0.286
C 3.582962 2.258321 1.109961 -0.774 1.686 2.272
C 2.716567 1.393635 0.047555 3.079 -2.492 -1.911
O 2.646927 -0.044071 0.178173 -1.208 2.297 0.870
C 2.901715 -0.675683 1.428803 0.820 -3.429 2.618
C 1.961920 -2.029150 1.758158 1.116 0.513 0.655
C 3.761688 1.461148 -1.267919 1.339 -3.817 -2.410
O 4.403845 0.466871 -1.886455 -4.173 7.883 4.398
O 3.700793 2.893377 -1.533260 -0.973 -2.285 0.134
C 2.231780 3.226761 -1.555620 -0.925 -0.318 -1.657
P 1.961645 5.117271 -1.167711 3.086 2.397 2.011
N 3.214413 5.814457 -0.420310 -1.005 -2.113 -0.839
B 2.134515 3.395941 -3.182849 -0.020 0.597 -4.261
O 3.333384 4.034675 -3.847278 -3.453 0.979 1.892
O 1.054174 3.132402 -4.119612 2.908 -0.660 1.449
C 1.715717 2.430108 -5.269250 1.108 -1.367 -1.279
C 1.356445 2.075999 -0.704006 2.848 0.453 0.508
S 0.331062 2.590452 0.763122 6.006 -0.384 10.660
O 0.903551 3.812186 1.595199 -2.300 -2.773 -5.060
O 0.590988 1.449034 1.842894 -1.919 2.766 -5.221
C -1.455880 2.800017 0.791696 -5.889 -1.260 4.224
F -1.762492 3.633370 2.032961 1.618 -2.306 -4.169
F -2.096213 1.492799 1.224181 2.173 3.846 -1.972
C -2.411859 3.387333 -0.326099 -5.126 0.100 -1.182
F -3.616060 3.959145 0.414056 3.841 -1.565 -2.062
F -3.123949 2.384297 -1.209261 3.239 2.979 2.959
C -1.967355 4.631840 -1.265522 -2.186 2.661 -2.285
F -1.719682 5.807517 -0.400872 -0.069 -4.161 -3.134
F -3.219459 5.002459 -2.037665 4.372 -1.308 2.579
F -0.966227 4.363546 -2.306412 -2.976 1.034 4.202
S 0.487867 0.787817 -1.792554 -0.859 0.155 -10.217
O 1.403193 0.218843 -2.950540 -2.217 2.221 5.620
O -0.738358 1.401648 -2.577861 3.468 -1.448 4.796
C -0.207430 -0.758545 -1.067735 1.430 -5.613 2.662
F 0.861685 -1.832124 -1.210301 -3.002 3.675 0.506
F -0.570112 -0.796707 0.344398 0.723 0.561 -4.680
C -1.378912 -1.458671 -2.038342 1.180 -2.087 -1.608
F -1.327854 -2.926044 -1.670523 -0.552 4.720 -0.968
F -1.029132 -1.422084 -3.485930 -1.184 0.071 5.060
C -2.896356 -0.984918 -1.856544 -3.689 1.007 -0.762
F -3.333034 0.011923 -2.908681 1.974 -3.067 3.587
F -3.323633 -0.466286 -0.544649 2.001 -1.491 -4.073
C -3.953222 -2.257700 -2.144874 -2.990 0.119 -0.752
F -5.281096 -1.565817 -2.362295 4.232 -2.574 0.809
F -3.676001 -2.967734 -3.413138 -0.805 2.154 4.906
F -4.157296 -3.123550 -0.962540 1.015 2.656 -4.415
H 6.761888 3.155003 -1.677647 0.474 -1.059 -0.660
H 6.460623 1.861473 -2.803065 1.199 0.644 0.879
H 9.209683 1.700706 0.268520 -1.610 0.357 -0.219
H 7.968915 1.126814 2.293999 -0.726 -0.276 -2.515
H 8.009982 -0.267413 1.024030 -1.040 2.128 0.348
H 5.646780 0.199726 2.226560 0.700 1.497 -2.424
H 5.654560 -0.014936 0.353770 0.411 2.010 1.610
H 5.692351 2.786878 0.217689 -1.376 -1.298 1.839
H 5.546139 2.808373 2.083569 -0.999 -1.322 -2.045
H 3.223371 2.055299 2.232211 0.523 0.164 -2.697
H 3.352040 3.424649 0.979461 0.233 -2.691 0.093
H 3.992525 -1.163117 1.388772 -2.249 1.458 -0.027
H 2.822559 -0.058631 2.415134 0.093 -0.564 -2.235
H 0.911821 -1.753690 2.190383 2.042 -0.592 -1.212
H 1.959076 -2.800689 0.881208 -0.241 1.650 1.529
H 2.547387 -2.561842 2.652848 -1.284 1.307 -1.976
H 0.778942 5.386538 -0.407937 0.014 -0.719 -0.772
H 1.803926 5.909195 -2.400232 -0.635 -1.383 0.553
H 3.942954 5.097065 -0.246061 -0.343 0.778 -0.049
H 2.937538 4.923759 -4.160222 1.110 -2.079 0.221
H 0.982764 1.686893 -5.823333 1.108 1.835 1.509
H 2.615008 1.748303 -4.881389 -1.976 1.517 -0.836
H 2.173209 3.171185 -6.051579 -1.079 -1.254 1.648
C -6.230263 2.483539 -1.164734 -1.062 0.645 -0.319
C -7.522151 3.184012 -1.552894 -7.106 3.815 -2.119
N -8.593988 3.765030 -1.874889 8.636 -4.656 2.583
H -6.356355 1.973372 -0.205878 -0.123 0.096 -0.134
H -5.961755 1.747263 -1.927315 -0.121 0.143 0.063
H -5.422062 3.214748 -1.075493 -0.306 -0.068 -0.088
C -10.785899 3.747343 -4.478808 -0.972 -0.800 -0.330
C -11.955309 2.865210 -4.884554 -6.424 -4.814 -2.259
N -12.925531 2.133412 -5.221060 7.769 5.852 2.692
H -11.152703 4.719969 -4.139652 -0.024 -0.220 -0.050
H -10.226596 3.274691 -3.666707 -0.175 0.078 -0.133
H -10.117890 3.896328 -5.331678 -0.192 -0.092 0.077
C 8.925302 -2.254688 4.376696 -1.053 0.575 -0.328
C 7.633414 -1.554215 3.988536 -7.095 3.826 -2.114
N 6.561577 -0.973197 3.666541 8.727 -4.938 2.955
H 8.799210 -2.764854 5.335552 -0.099 0.133 -0.167
H 9.193810 -2.990963 3.614115 -0.151 0.159 0.071
H 9.733503 -1.523478 4.465937 -0.221 -0.039 -0.043
C 0.332005 -5.930326 2.633181 0.289 1.283 0.238
C 0.453692 -4.574103 3.308577 0.580 7.222 3.717
N 0.554719 -3.448919 3.868801 -0.990 -9.165 -4.236
H 0.106499 -5.799113 1.571341 0.119 0.164 0.123
H 1.271047 -6.481770 2.732371 -0.084 0.192 0.041
H -0.471144 -6.508015 3.099063 0.409 0.425 -0.159
C -2.881223 -9.591119 3.931591 0.395 1.074 0.340
C -2.148523 -8.284215 4.187442 3.913 6.972 1.380
N -1.540586 -7.200012 4.399602 -5.377 -8.985 -1.162
H -3.109034 -9.688491 2.866606 0.113 0.164 0.298
H -2.258019 -10.434659 4.241083 0.003 0.281 -0.096
H -3.815798 -9.611751 4.499009 0.171 0.193 -0.020
C -2.280336 -11.125341 -0.470967 0.588 0.271 1.044
C -1.550174 -10.790924 0.819512 4.064 1.804 7.001
N -0.944437 -10.513606 1.890154 -4.747 -2.267 -8.715
H -1.904369 -12.067716 -0.878584 0.017 0.158 0.173
H -3.352256 -11.223115 -0.278206 0.197 0.056 0.082
H -2.121610 -10.331055 -1.205633 0.036 -0.080 0.220
C -6.259658 -5.254381 0.942799 0.077 -1.212 0.233
C -6.161843 -6.745362 1.221575 0.549 -8.185 1.535
N -6.080665 -7.982323 1.452730 -0.601 9.896 -1.858
H -5.400726 -4.928889 0.349617 -0.121 -0.176 0.113
H -7.177436 -5.038097 0.389054 0.135 -0.154 0.099
H -6.272856 -4.699132 1.884788 0.014 -0.205 -0.107
C -5.478329 3.560702 2.873953 -1.065 -0.675 0.185
C -6.759814 2.774482 3.097471 -7.024 -4.303 1.230
N -7.823014 2.122328 3.282939 8.516 5.224 -1.485
H -5.691590 4.465252 2.297862 -0.066 -0.170 0.081
H -5.043063 3.845394 3.835837 -0.121 -0.105 -0.120
H -4.757374 2.949759 2.323687 -0.201 0.038 0.145
C 8.335716 -0.384014 -5.678215 -1.061 0.600 0.184
C 7.013987 0.330520 -5.448476 -7.218 3.913 1.325
N 5.917399 0.923214 -5.257940 8.747 -4.725 -1.528
H 8.237063 -1.442196 -5.421129 -0.105 0.226 0.019
H 8.628160 -0.298393 -6.728394 -0.174 0.053 0.145
H 9.114492 0.062980 -5.054096 -0.276 -0.004 0.003
C -6.781223 5.349274 6.289584 0.617 1.082 0.215
C -6.048523 6.656178 6.545435 4.042 7.204 1.412
N -5.440586 7.740381 6.757594 -4.880 -8.723 -1.720
H -7.009034 5.251901 5.224598 0.035 0.112 0.168
H -6.158019 4.505734 6.599076 -0.040 0.207 -0.002
H -7.715798 5.328642 6.857002 0.192 0.087 -0.084
```
Forces are in eV/Å.

These are the Mulliken partial charges, in e, on atoms 1 to 99:
1. H 0.215
2. N -0.557
3. C 0.398
4. N -0.493
5. N -0.303
6. C -0.831
7. C 0.082
8. C -0.548
9. C -0.477
10. C 0.265
11. O -0.373
12. C 0.101
13. C -1.102
14. C -0.107
15. O -0.609
16. O -0.303
17. C -0.742
18. P 0.888
19. N -0.940
20. B 0.507
21. O -0.563
22. O -0.432
23. C -0.560
24. C 1.797
25. S 0.538
26. O -0.569
27. O -0.620
28. C 0.729
29. F -0.250
30. F -0.251
31. C 0.596
32. F -0.294
33. F -0.079
34. C 0.389
35. F -0.209
36. F -0.285
37. F -0.100
38. S 0.789
39. O -0.572
40. O -0.688
41. C 0.604
42. F -0.274
43. F -0.210
44. C 0.431
45. F -0.306
46. F -0.240
47. C 0.523
48. F -0.248
49. F -0.241
50. C 0.630
51. F -0.249
52. F -0.212
53. F -0.205
54. H 0.344
55. H 0.135
56. H 0.355
57. H 0.316
58. H 0.172
59. H 0.540
60. H -0.064
61. H -0.095
62. H 0.429
63. H 0.651
64. H 0.241
65. H 0.177
66. H 0.086
67. H 0.205
68. H 0.185
69. H 0.472
70. H 0.046
71. H 0.044
72. H 0.402
73. H 0.308
74. H 0.223
75. H 0.173
76. H 0.294
77. C 0.066
78. C 0.060
79. N -0.498
80. H 0.257
81. H 0.205
82. H -0.147
83. C -0.473
84. C 0.286
85. N -0.420
86. H 0.255
87. H 0.108
88. H 0.255
89. C -0.846
90. C 0.468
91. N -0.594
92. H 0.318
93. H 0.274
94. H 0.271
95. C -0.331
96. C 0.503
97. N -0.552
98. H 0.218
99. H 0.280



# 2
This record from the Open Molecules 2025 dataset describes a structure of composition C21H30AsN2O4RuS2. The level of theory is the ωB97M-V functional and the def2-TZVPD basis.

As for the LUMO energy (alpha / beta): -4.8 / -4.8 eV. For the HOMO energy (alpha / beta), the calculation gives -11.71 / -11.71 eV. The value obtained for the HOMO-LUMO gap (alpha / beta) is 6.9 / 6.9 eV. As for the charge: +1.

Geometry as XYZ:
```
61
Properties=species:S:1:pos:R:3:forces:R:3
Ru -0.302880 0.249042 0.623566 -0.351 0.000 -0.089
C -1.819497 -0.116923 3.265476 -0.043 -0.010 0.038
N -0.584917 -0.531853 2.565499 -0.008 0.000 -0.082
C -0.573456 -2.008041 2.440828 0.005 -0.073 0.028
C 0.593231 -0.121193 3.385876 0.015 0.079 0.100
C 1.811932 -0.084059 2.526158 0.026 -0.014 -0.032
C 3.097282 -0.277441 3.007850 -0.025 0.012 -0.037
C 4.172362 -0.090149 2.150130 0.041 -0.014 0.041
C 3.971778 0.307541 0.831493 0.034 -0.008 -0.047
C 2.690402 0.511284 0.351053 -0.063 0.025 0.054
C 1.591650 0.271429 1.187041 0.164 0.046 0.031
H -1.812429 -0.517771 4.282492 0.027 -0.002 -0.005
H -2.694122 -0.487292 2.739525 -0.001 -0.010 -0.013
H -1.857057 0.968676 3.299103 0.008 0.002 -0.003
H -0.611974 -2.462869 3.433993 -0.014 0.013 -0.004
H 0.334853 -2.332140 1.936030 0.004 0.021 -0.006
H -1.441830 -2.332922 1.875177 -0.007 0.006 -0.009
H 0.693228 -0.780708 4.251985 -0.029 -0.010 -0.006
H 0.384048 0.887356 3.750476 0.000 -0.010 0.015
H 3.263769 -0.557362 4.040892 0.005 -0.001 0.000
H 5.179937 -0.240429 2.515469 -0.004 0.006 0.004
H 4.823182 0.467266 0.182867 0.003 -0.008 0.002
H 2.530472 0.829298 -0.670703 0.019 0.016 -0.003
C 3.863223 -3.588762 -4.677487 0.004 0.002 0.006
C 2.800518 -2.768456 -4.006122 -0.007 0.004 -0.008
C 2.739505 -2.675847 -2.615257 0.011 -0.005 0.011
C 1.749735 -1.941421 -1.990018 -0.010 0.019 -0.002
C 0.803451 -1.292247 -2.774410 -0.037 0.063 -0.113
C 0.837525 -1.365726 -4.162057 -0.033 -0.032 0.005
C 1.840052 -2.102958 -4.765819 0.001 0.001 0.005
S -0.428465 -0.296200 -2.041538 0.063 -0.242 -0.069
O 0.194493 0.884696 -1.407983 0.073 0.113 0.105
O -1.486757 -0.068436 -2.970533 -0.006 0.013 -0.010
N -0.903245 -1.061260 -0.657018 -0.155 -0.001 -0.026
C -2.291460 -1.528616 -0.614017 0.073 0.036 0.029
C -3.121812 -0.472220 0.131079 0.006 -0.022 0.132
O -4.297570 -0.623143 0.354042 -0.002 0.042 -0.042
O -2.411728 0.562717 0.504615 0.206 -0.155 -0.039
H 4.678454 -3.820718 -3.994778 0.000 0.001 -0.001
H 4.272024 -3.066748 -5.542096 -0.002 0.000 0.000
H 3.444316 -4.531942 -5.033178 -0.002 0.000 0.001
H 3.479969 -3.189690 -2.015349 -0.003 0.001 0.004
H 1.712028 -1.875504 -0.911077 0.006 -0.008 0.010
H 0.084666 -0.859016 -4.750397 0.011 -0.004 0.002
H 1.875647 -2.166784 -5.846055 -0.001 0.002 0.002
H -2.347912 -2.482192 -0.091884 -0.018 -0.002 -0.015
H -2.705920 -1.659257 -1.612585 0.004 -0.019 -0.011
C -2.720332 3.003679 -1.193710 -0.005 -0.039 -0.020
As -2.311611 3.244283 0.662879 0.014 0.057 0.021
C -3.810585 2.830741 1.789213 -0.012 -0.003 -0.007
C -2.042697 5.138854 0.875386 -0.028 -0.010 0.005
S -0.352930 2.519823 1.240828 0.043 0.046 0.050
H -3.512837 3.704390 -1.453839 -0.004 0.006 -0.011
H -3.033772 1.981033 -1.377382 0.001 0.056 0.013
H -1.820448 3.226726 -1.763486 0.003 0.004 -0.005
H -4.593847 3.559129 1.580317 0.008 0.016 0.002
H -3.491563 2.930477 2.825179 -0.017 0.006 0.010
H -4.154556 1.821783 1.583248 0.009 0.012 -0.005
H -2.958053 5.664321 0.606014 0.000 -0.006 -0.002
H -1.227504 5.460579 0.231213 0.001 -0.013 -0.007
H -1.789946 5.353192 1.911797 -0.001 -0.006 0.003
```
Forces are in eV/Å.

Here is what Mulliken gives for the atomic charges, in e:
1. Ru -0.340
2. C -1.099
3. N 0.431
4. C -1.127
5. C -1.098
6. C 1.425
7. C -0.991
8. C -0.563
9. C -0.847
10. C -0.393
11. C 0.410
12. H 0.356
13. H 0.345
14. H 0.239
15. H 0.431
16. H 0.326
17. H 0.284
18. H 0.446
19. H 0.403
20. H 0.473
21. H 0.421
22. H 0.483
23. H 0.654
24. C -1.473
25. C 0.878
26. C -1.028
27. C -0.382
28. C 0.053
29. C -0.442
30. C -0.784
31. S 1.989
32. O -0.609
33. O -0.685
34. N -0.254
35. C -1.030
36. C 0.409
37. O -0.636
38. O 0.338
39. H 0.357
40. H 0.387
41. H 0.316
42. H 0.375
43. H 0.247
44. H 0.511
45. H 0.412
46. H 0.402
47. H 0.453
48. C -0.994
49. As 0.992
50. C -1.061
51. C -1.158
52. S -0.513
53. H 0.491
54. H 0.195
55. H 0.304
56. H 0.465
57. H 0.334
58. H 0.256
59. H 0.432
60. H 0.392
61. H 0.391



Computed largest force on an atom (eV/A) in order:
12.24, 0.36
Computed molar mass (g/mol) in order:
1272.84, 614.61